(1)
# C18H26N2O5

A single C18H26N2O5 molecule (the ωB97M-V functional and the def2-TZVPD basis, OMol25).

Geometry as XYZ:
```
51
Properties=species:S:1:pos:R:3:lowdin_charge:R:1
C -6.139 -1.602 -1.318 -0.060
C -5.491 -0.843 -0.170 -0.216
H -5.796 0.206 -0.170 0.122
H -5.754 -1.307 0.786 0.123
O -4.068 -0.822 -0.296 -0.037
C -3.393 -1.890 0.166 -0.504
O -3.924 -2.827 0.699 0.119
C -1.910 -1.723 -0.046 -0.084
H -1.726 -1.023 -0.861 0.090
H -1.493 -2.694 -0.317 0.131
C -1.217 -1.233 1.235 -0.138
H -1.192 -2.040 1.969 0.120
H -0.190 -0.963 0.983 0.107
C -1.918 -0.035 1.882 -0.157
N -2.125 1.068 0.973 0.092
C -1.414 2.206 1.038 -0.511
O -0.551 2.414 1.870 0.043
C -1.758 3.232 -0.038 -0.077
H -2.836 3.316 -0.168 0.115
C -1.093 2.818 -1.361 -0.162
N 0.226 2.281 -1.121 0.075
C 0.483 0.960 -1.283 -0.453
O -0.275 0.222 -1.893 0.045
C 1.766 0.492 -0.701 -0.153
C 2.225 0.947 0.536 -0.021
C 3.401 0.458 1.057 0.012
C 4.158 -0.489 0.359 -0.262
C 3.688 -0.959 -0.865 -0.010
C 2.497 -0.478 -1.375 -0.007
H 2.122 -0.849 -2.317 0.122
H 4.231 -1.703 -1.426 0.106
O 5.297 -0.890 0.979 -0.047
C 6.179 -1.787 0.334 -0.246
C 7.021 -1.111 -0.744 -0.063
H 7.719 -1.827 -1.167 0.077
H 7.580 -0.286 -0.309 0.080
H 6.392 -0.717 -1.539 0.067
H 6.828 -2.150 1.137 0.123
H 5.630 -2.643 -0.077 0.116
H 3.763 0.790 2.017 0.121
H 1.641 1.647 1.117 0.100
H 0.843 2.827 -0.540 0.140
H -1.658 2.022 -1.853 0.118
H -1.031 3.676 -2.038 0.121
H -1.362 4.194 0.291 0.118
H -2.765 0.907 0.211 0.126
H -2.891 -0.347 2.279 0.126
H -1.308 0.344 2.704 0.123
H -5.836 -2.646 -1.288 0.077
H -7.220 -1.546 -1.230 0.078
H -5.835 -1.175 -2.271 0.079
```

Kohn-Sham gap ... 9.3821 eV
SMILES string ... CCOC(=O)CCCNC(=O)CCNC(=O)c1ccc(OCC)cc1
Molar mass ... 350.415 g/mol
Spin multiplicity ... 1
Total charge ... 0
ΔE to the lowest compared entry with this formula, charge and spin ... 0.2969 eV
Energy ... -1187.27335 Eh

---

(2)
# C38H58AsBrN7O5P2PbS5Te

A molecular structure, C38H58AsBrN7O5P2PbS5Te (the ωB97M-V functional and the def2-TZVPD basis, OMol25).

Geometry as XYZ:
```
119
Properties=species:S:1:pos:R:3:lowdin_charge:R:1
Pb -0.426 0.243 0.458 1.053
Br -8.122 2.013 0.836 0.786
C -6.269 2.005 1.185 -0.726
C -5.556 0.817 1.070 -0.127
C -4.194 0.813 1.301 -0.068
C -3.543 1.991 1.659 -0.296
C -4.263 3.176 1.758 -0.048
C -5.634 3.185 1.528 -0.140
N -2.133 1.972 1.827 0.052
C -1.614 2.656 2.759 -0.077
C -0.157 2.850 2.902 -0.260
C 0.320 3.592 3.972 -0.004
C 1.679 3.859 4.047 -0.033
C 2.505 3.390 3.042 -0.027
C 1.940 2.647 2.014 -0.155
N 0.644 2.371 1.945 0.022
H -6.068 -0.098 0.805 0.115
H -3.630 -0.109 1.243 0.098
H -3.754 4.104 1.989 0.117
H -6.194 4.108 1.594 0.115
H -2.236 3.169 3.499 0.141
H -0.365 3.960 4.725 0.122
H 2.081 4.433 4.870 0.118
H 3.567 3.587 3.048 0.114
H 2.560 2.242 1.221 0.093
O -5.462 4.980 -1.291 0.024
C -4.554 4.217 -1.320 -0.949
S -2.853 4.700 -1.047 1.016
C -2.128 3.135 -1.235 -1.138
C -3.090 2.016 -1.528 -1.119
S -2.671 0.453 -1.650 0.702
S -4.744 2.478 -1.687 1.053
S -0.529 2.962 -1.066 0.721
C 4.397 -2.604 2.552 -0.021
N 3.014 -3.043 2.541 -0.110
C 2.549 -4.295 2.924 -0.028
C 1.210 -4.280 2.785 -0.091
N 0.873 -3.033 2.302 0.052
C 1.970 -2.270 2.183 -0.738
S 2.081 -0.646 1.678 0.616
H 5.033 -3.475 2.686 0.096
H 4.564 -1.898 3.365 0.096
H 4.632 -2.117 1.608 0.076
H 3.215 -5.067 3.263 0.128
H 0.467 -5.026 2.999 0.119
H -0.069 -2.644 2.214 0.056
C 1.482 -0.631 5.599 -0.075
C 0.098 -0.024 5.607 -0.311
O -0.445 -0.057 4.276 -0.321
P -1.695 -0.964 3.811 0.059
O -1.470 -1.129 2.309 -0.596
Te -1.942 -2.934 5.060 0.416
O -2.954 0.007 3.976 -0.322
C -3.490 0.355 5.265 -0.298
C -4.937 0.749 5.093 -0.058
H 1.926 -0.568 6.594 0.083
H 2.125 -0.114 4.886 0.061
H 1.416 -1.684 5.317 0.062
H 0.120 1.026 5.906 0.110
H -0.558 -0.570 6.288 0.064
H -3.390 -0.501 5.937 0.056
H -2.896 1.183 5.665 0.116
H -5.038 1.644 4.477 0.067
H -5.382 0.950 6.069 0.084
H -5.493 -0.061 4.623 0.087
C -1.944 -3.953 0.365 -0.285
As -0.684 -2.746 -0.503 1.037
C 0.878 -3.919 -0.589 -0.285
C -1.368 -2.897 -2.328 -0.305
H -1.987 -4.903 -0.168 0.037
H -2.931 -3.493 0.369 0.032
H -1.657 -4.126 1.402 0.005
H 0.793 -4.604 -1.433 0.037
H 0.929 -4.495 0.334 0.008
H 1.787 -3.327 -0.685 0.019
H -1.286 -3.925 -2.680 0.032
H -0.815 -2.228 -2.988 0.002
H -2.420 -2.608 -2.332 0.015
O 0.929 -0.316 -1.889 -0.447
P 1.689 0.162 -3.089 0.558
N 2.077 -1.137 -4.039 -0.173
C 2.089 -2.509 -3.512 -0.185
C 1.556 -3.395 -4.661 -0.148
C 1.140 -2.412 -5.761 -0.161
C 2.045 -1.213 -5.501 -0.199
N 3.053 1.004 -2.642 -0.190
C 4.146 1.085 -3.628 -0.191
C 5.262 0.146 -3.112 -0.145
C 4.774 -0.331 -1.732 -0.161
C 3.697 0.686 -1.363 -0.212
N 0.947 1.203 -4.123 -0.189
C -0.409 0.894 -4.614 -0.178
C -0.908 2.211 -5.227 -0.148
C 0.369 3.018 -5.459 -0.156
C 1.230 2.636 -4.264 -0.194
H 1.476 -2.553 -2.617 0.046
H 3.106 -2.809 -3.241 0.111
H 0.729 -4.025 -4.336 0.095
H 2.346 -4.053 -5.022 0.110
H 0.096 -2.116 -5.634 0.099
H 1.258 -2.823 -6.763 0.114
H 1.702 -0.277 -5.933 0.102
H 3.052 -1.418 -5.884 0.122
H 4.501 2.117 -3.681 0.114
H 3.789 0.806 -4.619 0.100
H 6.201 0.693 -3.026 0.106
H 5.431 -0.688 -3.791 0.104
H 5.576 -0.390 -0.997 0.108
H 4.313 -1.318 -1.809 0.094
H 4.152 1.602 -0.969 0.122
H 2.975 0.311 -0.645 0.024
H -0.378 0.092 -5.354 0.100
H -1.048 0.563 -3.792 0.055
H -1.560 2.733 -4.522 0.102
H -1.476 2.044 -6.140 0.114
H 0.197 4.091 -5.524 0.116
H 0.855 2.692 -6.381 0.117
H 0.918 3.202 -3.381 0.069
H 2.291 2.818 -4.415 0.103
```

Kohn-Sham gap ... 4.1997 eV
Molar mass ... 1404.835 g/mol
Spin multiplicity ... 1
Total charge ... +1
ΔE to the lowest compared entry with this formula, charge and spin ... 0.0000 eV
Energy ... -10186.66500 Eh

---

(3)
# C4H7NO

A single C4H7NO molecule in a non-equilibrium geometry (the ωB97M-V functional and the def2-TZVPD basis, OMol25).

Geometry as XYZ:
```
13
Properties=species:S:1:pos:R:3:lowdin_charge:R:1
C 1.579 0.131 0.171 -0.100
O 0.841 1.023 0.963 -0.112
C -0.479 1.034 0.684 -0.128
C -1.289 -0.041 0.273 -0.254
N -1.249 -0.475 -1.242 0.042
C -0.901 -1.361 -0.299 -0.130
H 1.605 -0.881 0.603 0.094
H 2.586 0.527 0.088 0.095
H -0.947 1.918 1.105 0.114
H 1.119 0.125 -0.822 0.070
H -2.308 0.029 0.626 0.121
H -0.553 -0.048 -1.891 0.110
H -0.005 -1.982 -0.259 0.079
```

Kohn-Sham gap (alpha / beta) ... 7.9008 / 7.8155 eV
Molar mass ... 85.106 g/mol
Spin multiplicity ... 1
Total charge ... 0
ΔE to the lowest compared entry with this formula, charge and spin ... 6.0129 eV
Energy ... -286.41068 Eh

---

(4)
# C2H8N2O2

2 unconnected molecules or ions with the total composition C2H8N2O2 in a non-equilibrium geometry (the ωB97M-V functional and the def2-TZVPD basis, OMol25).

Geometry as XYZ:
```
14
Properties=species:S:1:pos:R:3:mulliken_spin:R:1
N 1.661 0.730 2.000 0.562
C 2.099 1.484 0.857 -0.017
O 1.881 2.859 1.025 0.230
H 1.901 1.125 2.907 -0.014
H 0.649 0.638 2.044 -0.007
H 3.176 1.298 0.723 0.035
H 1.625 1.134 -0.062 0.019
H 1.190 3.011 1.658 -0.016
C -1.748 -2.054 -2.018 -0.021
N -2.968 -2.147 -1.463 0.024
O -1.370 -2.556 -3.050 0.186
H -1.081 -1.280 -1.569 0.020
H -3.516 -2.904 -1.845 -0.001
H -3.497 -1.335 -1.205 0.000
```

<S²> ... 0.758
Kohn-Sham gap (alpha / beta) ... 10.4119 / 2.2245 eV
Molar mass ... 92.098 g/mol
Spin multiplicity ... 2
Total charge ... +1
ΔE to the lowest compared entry with this formula, charge and spin ... 2.2746 eV
Energy ... -340.60502 Eh

---

(5)
# CH18O8

8 unconnected molecules or ions with the total composition CH18O8 (the ωB97M-V functional and the def2-TZVPD basis, OMol25).

Geometry as XYZ:
```
27
Properties=species:S:1:pos:R:3:lowdin_charge:R:1
C 1.426 -1.012 3.360 -0.099
O 0.799 -1.073 2.076 -0.156
H 0.746 -0.604 4.107 0.085
H 1.773 -2.013 3.614 0.090
H 2.265 -0.340 3.181 0.081
H 0.500 -1.960 1.861 0.102
O 0.169 2.847 0.281 -0.026
H 1.050 2.813 0.658 0.057
H -0.145 3.731 0.478 0.057
O -2.338 -2.028 -0.073 -0.063
H -1.769 -1.273 0.094 -0.029
H -2.150 -2.273 -0.981 0.033
O -1.070 -0.490 -3.255 -0.071
H -0.383 -0.237 -2.633 -0.031
H -1.892 -0.233 -2.827 -0.034
O 2.637 -0.229 -0.125 -0.031
H 3.587 -0.319 -0.025 0.063
H 2.277 -0.497 0.724 0.012
O -3.240 0.568 -1.980 -0.033
H -3.613 1.438 -2.130 0.057
H -3.356 0.412 -1.041 0.044
O 1.402 0.590 -2.330 -0.064
H 1.909 0.050 -1.719 -0.008
H 0.607 0.813 -1.845 -0.010
O -0.600 0.210 -0.068 -0.053
H -0.609 1.170 -0.019 0.015
H 0.018 -0.060 0.617 0.011
```

Kohn-Sham gap ... 9.7004 eV
SMILES string ... CO.O.O.O.O.O.O.O
Molar mass ... 158.147 g/mol
Spin multiplicity ... 1
Total charge ... 0
ΔE to the lowest compared entry with this formula, charge and spin ... 0.0805 eV
Energy ... -650.79379 Eh

---

(6)
# C12H36O6

6 unconnected molecules or ions with the total composition C12H36O6 in a non-equilibrium geometry (the ωB97M-V functional and the def2-TZVPD basis, OMol25).

Geometry as XYZ:
```
54
Properties=species:S:1:pos:R:3:lowdin_charge:R:1
O 0.775 -1.393 0.478 -0.064
H 0.349 -0.896 -0.228 0.036
H 1.683 -1.540 0.167 0.010
O -1.093 -1.595 2.825 -0.070
H -0.298 -1.460 3.346 0.025
H -0.791 -1.488 1.915 -0.016
C -3.380 -4.216 -2.038 -0.064
C -3.304 -2.715 -1.796 -0.483
C -2.748 -2.376 -0.429 -0.057
O -2.345 -2.175 -2.742 -0.073
H -3.812 -4.368 -3.027 0.075
H -4.064 -4.692 -1.326 0.081
H -2.400 -4.666 -1.910 0.082
H -4.287 -2.267 -1.964 0.133
H -1.782 -2.862 -0.311 0.083
H -3.480 -2.652 0.334 0.090
H -2.628 -1.298 -0.296 0.063
H -2.746 -2.122 -3.614 0.079
C -1.971 1.557 -1.179 -0.058
C -1.991 2.639 -2.236 -0.470
C -3.158 2.502 -3.182 -0.065
O -2.061 3.898 -1.507 -0.068
H -2.983 1.201 -0.971 0.080
H -1.580 1.900 -0.221 0.060
H -1.337 0.706 -1.441 0.072
H -1.036 2.674 -2.768 0.132
H -3.025 1.569 -3.749 0.085
H -3.193 3.295 -3.929 0.078
H -4.098 2.367 -2.648 0.084
H -2.508 4.547 -2.058 0.072
C -0.300 3.198 2.523 -0.057
C 1.131 3.172 2.061 -0.495
C 1.364 2.196 0.924 -0.059
O 1.517 4.475 1.565 -0.057
H -0.617 2.225 2.905 0.082
H -0.950 3.482 1.695 0.078
H -0.410 3.924 3.331 0.078
H 1.808 2.925 2.889 0.134
H 0.727 2.535 0.106 0.076
H 1.157 1.169 1.229 0.061
H 2.419 2.216 0.648 0.078
H 1.797 4.997 2.320 0.080
C 4.107 -0.726 1.882 -0.056
C 4.537 -1.523 0.671 -0.472
C 5.648 -2.501 1.032 -0.059
O 3.419 -2.262 0.158 -0.068
H 4.938 -0.170 2.312 0.084
H 3.630 -1.355 2.642 0.089
H 3.304 -0.021 1.636 0.059
H 4.867 -0.830 -0.100 0.141
H 6.542 -1.954 1.349 0.084
H 5.968 -3.057 0.150 0.082
H 5.353 -3.149 1.856 0.085
H 3.335 -3.042 0.717 0.101
```

Kohn-Sham gap ... 10.7672 eV
SMILES string ... CC(C)O.CC(C)O.CC(C)O.CC(C)O.O.O
Molar mass ... 276.414 g/mol
Spin multiplicity ... 1
Total charge ... 0
ΔE to the lowest compared entry with this formula, charge and spin ... 0.5678 eV
Energy ... -930.22213 Eh